This record from OMol25 describes a molecular structure, C18H15F9N2Pt. The level of theory is ωB97M-V with the def2-TZVPD basis set.

E_HOMO (spin up / spin down) in eV: -14.27 / -15.96
HOMO-LUMO gap (spin up / spin down) in eV: 7.035 / 4.620
Molar mass in g/mol: 625.4
<S²>: 6.058

The geometry in ORCA input format:
```
! wB97M-V def2-TZVPD RIJCOSX def2/J DEFGRID3
* xyz 2 5
Pt 0.46 -0.16 -0.29
C 4.10 2.21 0.56
C 2.96 1.17 0.64
N 1.58 1.69 0.13
C 1.64 2.43 -1.15
C 1.88 1.51 -2.35
C 0.80 2.47 1.12
C -0.54 1.86 1.55
N -0.70 0.47 1.08
C -1.94 -0.05 1.09
C -2.85 -0.06 -0.01
F -2.46 0.12 -1.28
C -4.22 -0.28 0.27
F -5.07 -0.49 -0.73
C -4.73 -0.40 1.57
C -3.79 -0.49 2.62
F -4.30 -0.76 3.84
C -2.42 -0.38 2.40
F -1.62 -0.41 3.48
H 4.32 2.48 -0.48
H 5.02 1.85 0.99
H 3.79 3.11 1.13
H 2.79 0.86 1.70
H 3.14 0.21 0.08
H 2.44 3.20 -1.09
H 0.69 2.97 -1.31
H 2.78 0.87 -2.19
H 2.17 2.20 -3.15
H 0.98 0.93 -2.63
H 0.66 3.46 0.61
H 1.45 2.62 1.99
H -1.39 2.47 1.19
H -0.60 1.82 2.67
H -5.77 -0.49 1.72
F -0.64 -2.85 1.27
C -0.30 -3.04 -0.01
C -0.04 -1.95 -0.89
C -0.03 -2.27 -2.24
F -0.22 -1.33 -3.20
C 0.00 -3.58 -2.69
F 0.12 -3.83 -4.00
C -0.04 -4.61 -1.79
F 0.10 -5.86 -2.22
C -0.13 -4.34 -0.44
F -0.06 -5.34 0.44
*
```

---

This record from OMol25 describes a single C18H15N9O molecule. The level of theory is ωB97M-V with the def2-TZVPD basis set.

E_HOMO in eV: -9.32
Structure (SMILES): COc1cc(N/C(=N/C#N)Nc2cccc(-c3nnnn3C)c2)ccc1C#N
HOMO-LUMO gap in eV: 8.712
Molar mass in g/mol: 373.4

The geometry in ORCA input format:
```
! wB97M-V def2-TZVPD RIJCOSX def2/J DEFGRID3
* xyz 0 1
C 2.07 0.71 -5.37
O 2.72 0.84 -4.09
C 1.98 1.42 -3.12
C 1.04 0.66 -2.34
C 0.04 1.25 -1.51
N -0.91 0.57 -0.84
C -1.43 -0.61 -1.04
N -1.11 -1.26 -2.04
C -1.72 -2.37 -2.41
N -2.12 -3.44 -2.61
N -2.23 -1.13 -0.09
C -2.26 -0.90 1.26
C -3.54 -0.71 1.89
C -3.57 -0.67 3.32
C -2.47 -0.99 4.08
C -1.20 -1.11 3.52
C 0.05 -1.48 4.31
N 0.04 -1.90 5.50
N 1.32 -2.11 5.83
N 2.18 -1.79 4.89
N 1.40 -1.38 3.86
C 2.04 -1.02 2.61
C -1.15 -1.09 2.05
C 0.16 2.66 -1.41
C 1.16 3.41 -2.00
C 2.03 2.79 -2.94
C 3.05 3.60 -3.56
N 3.78 4.35 -4.06
H 1.27 -0.05 -5.32
H 1.67 1.70 -5.72
H 2.99 0.49 -6.02
H 0.93 -0.40 -2.37
H -1.31 1.06 -0.09
H -2.48 -2.09 -0.35
H -4.44 -0.83 1.44
H -4.50 -0.93 3.88
H -2.51 -1.06 5.15
H 1.94 0.06 2.44
H 1.61 -1.55 1.83
H 3.14 -1.23 2.56
H -0.25 -1.23 1.46
H -0.52 3.24 -0.74
H 1.11 4.53 -1.83
*
```

---

This record from OMol25 describes a single C18H15NO2 molecule. The level of theory is ωB97M-V with the def2-TZVPD basis set.

E_HOMO in eV: -8.43
ΔE to the lowest compared entry with this formula, charge and spin in eV: 3.088
Structure (SMILES): CC1=CC(=O)c2c(c(-c3ccccc3)n3c2CCC3)C1=O
HOMO-LUMO gap in eV: 7.790
Molar mass in g/mol: 277.3

The geometry in ORCA input format:
```
! wB97M-V def2-TZVPD RIJCOSX def2/J DEFGRID3
* xyz 0 1
C -0.14 -4.37 1.72
C 0.50 -3.07 1.35
C 1.82 -3.06 0.84
C 2.46 -1.85 0.57
O 3.64 -1.93 0.68
C 1.66 -0.65 0.42
C 0.19 -0.66 0.67
C -0.26 0.51 0.15
C -1.67 0.91 -0.10
C -2.05 2.14 0.25
C -3.29 2.66 -0.20
C -4.21 1.84 -0.94
C -3.90 0.55 -1.18
C -2.59 0.09 -0.77
N 0.86 1.33 0.02
C 2.02 0.60 0.10
C 3.22 1.08 -0.58
C 2.64 2.33 -1.26
C 1.10 2.45 -0.92
C -0.29 -1.79 1.41
O -1.42 -1.71 1.89
H -1.03 -4.24 2.19
H -0.18 -5.05 0.86
H 0.45 -4.87 2.43
H 2.41 -3.98 0.85
H -1.37 2.79 0.80
H -3.47 3.72 -0.04
H -5.19 2.18 -1.23
H -4.48 -0.05 -1.84
H -2.39 -0.86 -1.18
H 3.56 0.35 -1.41
H 4.04 1.32 0.11
H 2.73 2.36 -2.32
H 3.21 3.09 -0.96
H 0.95 3.47 -0.52
H 0.48 2.39 -1.84
*
```

---

This record from OMol25 describes a molecular structure, C18H16AsF5O8P2PdSTe. The level of theory is ωB97M-V with the def2-TZVPD basis set.

E_HOMO (spin up / spin down) in eV: -3.08 / -3.08
ΔE to the lowest compared entry with this formula, charge and spin in eV: 2.327
HOMO-LUMO gap (spin up / spin down) in eV: 6.607 / 6.613
Molar mass in g/mol: 858.3

The geometry in ORCA input format:
```
! wB97M-V def2-TZVPD RIJCOSX def2/J DEFGRID3
* xyz -2 1
Pd 1.89 -0.85 0.64
S 2.46 0.94 1.89
C 1.44 2.29 1.43
C 2.00 3.57 1.46
C 1.22 4.69 1.23
C -0.13 4.56 0.95
C -0.70 3.29 0.90
C 0.08 2.16 1.12
As -0.53 0.31 0.93
C -0.34 0.29 -1.04
C 0.39 1.24 -1.75
C 0.54 1.13 -3.13
C -0.01 0.06 -3.81
C -0.76 -0.88 -3.12
C -0.93 -0.76 -1.75
C -2.46 0.65 0.98
C -3.05 0.63 2.24
C -4.41 0.87 2.39
C -5.20 1.10 1.28
C -4.63 1.09 0.01
C -3.26 0.86 -0.14
H 3.06 3.67 1.67
H 1.68 5.68 1.26
H -0.75 5.43 0.77
H -1.75 3.19 0.67
H 0.84 2.08 -1.24
H 1.11 1.88 -3.66
H 0.15 -0.05 -4.88
H -1.20 -1.72 -3.64
H -1.52 -1.50 -1.22
H -2.44 0.42 3.11
H -4.85 0.86 3.38
H -6.26 1.28 1.39
H -5.24 1.26 -0.86
H -2.83 0.86 -1.13
O 3.46 0.15 -1.51
P 4.08 -1.26 -0.99
O 5.26 -1.60 -1.80
O 4.08 -1.14 0.52
O 2.79 -2.24 -1.36
P 2.67 -3.77 -0.79
O 1.28 -4.16 -1.46
O 3.76 -4.64 -1.22
O 2.49 -3.61 0.78
H 3.70 0.26 -2.44
H 0.59 -3.61 -1.04
F -1.18 -4.32 1.47
Te 0.60 -3.54 1.61
F 0.68 -4.52 3.24
F 1.73 -2.42 2.71
F -0.61 -2.42 2.70
F 0.87 -5.36 1.02
O 0.12 -2.44 0.22
*
```

---

This record from OMol25 describes 2 unconnected molecules or ions with the total composition C18H16Cl2FNO5. The level of theory is ωB97M-V with the def2-TZVPD basis set.

E_HOMO in eV: -8.27
Structure (SMILES): COc1ccc(C2(F)C(=O)OC(C)(C)OC2=O)cc1.Clc1cccc(Cl)n1
HOMO-LUMO gap in eV: 8.714
Molar mass in g/mol: 416.2

The geometry in ORCA input format:
```
! wB97M-V def2-TZVPD RIJCOSX def2/J DEFGRID3
* xyz 0 1
C -5.91 -2.55 -0.64
O -5.33 -1.22 -0.55
C -3.98 -1.06 -0.66
C -3.45 0.24 -0.54
C -2.09 0.48 -0.64
C -1.27 -0.61 -0.93
C 0.20 -0.29 -1.25
F 0.62 0.02 0.01
C 0.96 -1.47 -1.89
O 0.51 -2.56 -2.12
O 2.16 -1.13 -2.43
C 2.86 -0.02 -1.84
C 3.25 -0.36 -0.43
C 4.07 0.26 -2.72
O 2.00 1.16 -1.92
C 0.67 1.04 -1.86
O -0.07 1.99 -1.91
C -1.74 -1.91 -0.88
C -3.09 -2.14 -0.81
H -6.97 -2.43 -0.43
H -5.78 -2.96 -1.65
H -5.47 -3.23 0.11
H -4.12 1.07 -0.36
H -1.69 1.48 -0.57
H 2.38 -0.31 0.21
H 3.68 -1.37 -0.41
H 3.99 0.36 -0.08
H 3.75 0.41 -3.76
H 4.57 1.16 -2.37
H 4.78 -0.57 -2.70
H -1.05 -2.74 -1.03
H -3.43 -3.17 -0.85
Cl -1.17 0.40 2.65
C 0.20 1.32 3.05
C 0.48 1.65 4.38
C 1.69 2.34 4.63
C 2.55 2.63 3.57
C 2.12 2.35 2.28
Cl 3.03 2.77 0.91
N 0.92 1.82 2.04
H -0.28 1.41 5.10
H 1.93 2.63 5.65
H 3.51 3.13 3.65
*
```

---

This record from OMol25 describes a molecular structure, C18H16Cl2N6O2SSe2Zn. The level of theory is ωB97M-V with the def2-TZVPD basis set.

E_HOMO in eV: -6.88
ΔE to the lowest compared entry with this formula, charge and spin in eV: 0.237
HOMO-LUMO gap in eV: 5.244
Molar mass in g/mol: 674.6

The geometry in ORCA input format:
```
! wB97M-V def2-TZVPD RIJCOSX def2/J DEFGRID3
* xyz 0 1
Zn -0.27 -0.09 -1.63
C 0.50 -3.86 1.18
O 1.39 -2.73 1.10
C 1.03 -1.78 0.26
O -0.02 -1.81 -0.39
N 1.92 -0.77 0.20
N 1.66 0.29 -0.68
H 1.00 -4.56 1.84
H 0.35 -4.29 0.20
H -0.46 -3.55 1.60
H 2.73 -0.76 0.79
H 2.39 0.33 -1.39
H 1.62 1.20 -0.14
Cl -2.56 -1.55 -2.42
C -1.50 -2.65 -3.28
C -1.92 -3.97 -3.35
C -1.14 -4.89 -4.03
C 0.05 -4.47 -4.62
C 0.44 -3.15 -4.52
Cl 1.94 -2.71 -5.27
C -0.31 -2.18 -3.84
S 0.23 -0.51 -3.78
H -2.85 -4.26 -2.89
H -1.45 -5.92 -4.10
H 0.67 -5.17 -5.15
Se -1.55 4.40 -2.09
N -2.15 4.55 -0.44
C -2.04 3.35 0.10
C -2.32 3.02 1.46
C -2.09 1.75 1.86
C -1.59 0.79 0.93
N -1.34 1.03 -0.32
C -1.54 2.32 -0.76
N -1.23 2.66 -1.99
H -2.67 3.79 2.14
H -2.25 1.44 2.88
H -1.40 -0.23 1.26
Se 1.33 3.29 0.54
C 1.45 3.21 2.43
C 1.00 2.11 3.17
C 1.10 2.12 4.55
N 1.62 3.12 5.26
C 2.05 4.17 4.55
C 2.00 4.26 3.17
H 0.57 1.26 2.67
H 0.75 1.27 5.13
H 2.48 4.98 5.13
H 2.38 5.14 2.67
*
```

---

This record from OMol25 describes a molecular structure, C18H16ClMgNO3S3. The level of theory is ωB97M-V with the def2-TZVPD basis set.

E_HOMO in eV: -7.96
ΔE to the lowest compared entry with this formula, charge and spin in eV: 0.078
HOMO-LUMO gap in eV: 8.034
Molar mass in g/mol: 450.3

The geometry in ORCA input format:
```
! wB97M-V def2-TZVPD RIJCOSX def2/J DEFGRID3
* xyz 0 1
Mg 0.16 0.18 0.59
S -2.11 -0.59 1.11
C -2.17 1.08 0.66
N -1.17 1.67 0.02
C -1.41 3.03 -0.19
C -0.55 3.92 -0.82
C -0.94 5.23 -0.96
C -2.18 5.67 -0.49
C -3.05 4.79 0.14
C -2.65 3.47 0.29
S -3.49 2.15 1.04
H 0.42 3.58 -1.18
H -0.28 5.94 -1.44
H -2.47 6.70 -0.61
H -4.00 5.13 0.51
Cl 6.33 3.62 -1.24
C 5.07 3.09 -0.16
C 3.85 2.69 -0.69
C 2.86 2.24 0.18
C 3.06 2.21 1.55
C 4.29 2.64 2.05
C 5.30 3.07 1.20
C 2.02 1.71 2.53
O 2.18 1.94 3.71
O 1.09 0.97 2.02
H 3.69 2.73 -1.76
H 1.92 1.94 -0.26
H 4.43 2.63 3.12
H 6.25 3.40 1.59
O 1.44 -1.09 -0.18
S 2.27 -2.29 0.31
C 3.19 -1.68 1.75
C 4.67 -1.66 1.38
C 4.72 -1.31 -0.11
C 3.71 -2.25 -0.76
H 2.92 -2.30 2.61
H 2.78 -0.68 1.90
H 5.12 -2.64 1.55
H 5.20 -0.94 2.00
H 5.72 -1.43 -0.53
H 4.42 -0.27 -0.26
H 4.09 -3.27 -0.82
H 3.34 -1.95 -1.74
*
```

---

This record from OMol25 describes a single C18H16ClN3O molecule. The level of theory is ωB97M-V with the def2-TZVPD basis set.

E_HOMO in eV: -8.41
ΔE to the lowest compared entry with this formula, charge and spin in eV: 4.355
Structure (SMILES): Cc1nc2ccccc2nc(C)c1=NOCc1ccccc1Cl
HOMO-LUMO gap in eV: 8.036
Molar mass in g/mol: 325.8

The geometry in ORCA input format:
```
! wB97M-V def2-TZVPD RIJCOSX def2/J DEFGRID3
* xyz 0 1
C 2.32 0.43 -3.48
C 1.22 0.86 -2.54
N 0.16 1.35 -3.19
C -1.08 1.62 -2.65
C -2.15 1.60 -3.55
C -3.43 1.91 -3.15
C -3.73 2.20 -1.82
C -2.68 2.22 -0.91
C -1.39 1.93 -1.31
N -0.50 2.04 -0.23
C 0.68 1.54 -0.14
C 1.45 2.00 1.05
C 1.32 0.60 -1.10
N 2.01 -0.47 -0.69
O 2.09 -0.85 0.67
C 1.62 -2.24 0.86
C 0.82 -2.32 2.13
C -0.41 -1.68 2.17
C -1.19 -1.72 3.33
C -0.76 -2.48 4.42
C 0.52 -3.10 4.36
C 1.33 -3.03 3.24
Cl 2.90 -3.83 3.26
H 2.44 1.09 -4.31
H 3.30 0.41 -2.97
H 2.06 -0.57 -3.90
H -1.92 1.34 -4.60
H -4.26 1.93 -3.85
H -4.74 2.51 -1.49
H -2.88 2.41 0.16
H 2.51 1.81 0.97
H 1.29 3.08 1.21
H 1.06 1.50 1.92
H 0.97 -2.58 0.07
H 2.53 -2.86 0.85
H -0.76 -1.15 1.28
H -2.17 -1.27 3.40
H -1.40 -2.58 5.31
H 0.88 -3.65 5.21
*
```

---

This record from OMol25 describes a single C18H16ClN3O4S molecule. The level of theory is ωB97M-V with the def2-TZVPD basis set.

E_HOMO in eV: -8.04
ΔE to the lowest compared entry with this formula, charge and spin in eV: 0.000
Structure (SMILES): COc1ccc(OCc2nnc(SCC(=O)Nc3cccc(Cl)c3)o2)cc1
HOMO-LUMO gap in eV: 8.532
Molar mass in g/mol: 405.9

The geometry in ORCA input format:
```
! wB97M-V def2-TZVPD RIJCOSX def2/J DEFGRID3
* xyz 0 1
C -1.47 -1.07 -4.29
O -0.55 -1.28 -3.24
C 0.07 -0.20 -2.70
C -0.12 1.12 -3.11
C 0.57 2.14 -2.49
C 1.48 1.88 -1.46
O 2.12 2.98 -0.94
C 2.97 2.80 0.16
C 2.28 2.17 1.32
N 1.06 2.32 1.69
N 0.85 1.49 2.73
C 1.98 0.87 2.95
S 2.30 -0.37 4.10
C 0.59 -0.75 4.62
C -0.14 -1.56 3.53
O -0.14 -2.77 3.55
N -0.73 -0.77 2.61
C -1.39 -1.13 1.43
C -1.63 -2.46 1.07
C -2.31 -2.73 -0.11
C -2.75 -1.71 -0.93
C -2.49 -0.40 -0.56
Cl -3.05 0.90 -1.56
C -1.81 -0.10 0.60
O 2.94 1.26 2.09
C 1.68 0.56 -1.07
C 0.98 -0.46 -1.68
H -0.97 -0.63 -5.17
H -1.84 -2.06 -4.56
H -2.30 -0.43 -3.99
H -0.81 1.37 -3.90
H 0.42 3.17 -2.78
H 3.85 2.18 -0.10
H 3.32 3.80 0.42
H 0.09 0.19 4.85
H 0.70 -1.37 5.51
H -0.59 0.24 2.71
H -1.30 -3.25 1.71
H -2.49 -3.75 -0.38
H -3.29 -1.92 -1.84
H -1.61 0.93 0.87
H 2.39 0.30 -0.30
H 1.12 -1.48 -1.37
*
```

---

This record from OMol25 describes 2 unconnected molecules or ions with the total composition C18H16F6N2O4S. The level of theory is ωB97M-V with the def2-TZVPD basis set.

E_HOMO in eV: -6.55
HOMO-LUMO gap in eV: 3.998
Molar mass in g/mol: 470.4

The geometry in ORCA input format:
```
! wB97M-V def2-TZVPD RIJCOSX def2/J DEFGRID3
* xyz 0 1
F 4.39 1.28 -2.23
C 3.35 0.43 -2.27
F 3.40 -0.27 -3.42
F 3.47 -0.45 -1.24
S 1.75 1.40 -2.14
C 0.59 0.11 -2.28
C -0.79 0.35 -2.32
C -1.72 -0.75 -2.47
C -3.09 -0.54 -2.47
C -3.60 0.77 -2.34
N -5.00 1.01 -2.31
O -5.40 2.19 -2.19
O -5.80 0.04 -2.39
C -2.72 1.87 -2.22
C -1.36 1.67 -2.21
O 1.75 1.96 -0.81
O 1.75 2.27 -3.30
H 1.01 -0.87 -2.48
H -1.31 -1.75 -2.59
H -3.79 -1.37 -2.57
H -3.15 2.87 -2.12
H -0.69 2.54 -2.13
C 1.52 -3.79 0.01
N 0.93 -2.58 0.59
C -0.53 -2.55 0.66
C 1.71 -1.64 1.08
C 1.29 -0.57 1.95
C 0.27 -0.72 2.92
C -0.17 0.36 3.66
C 0.47 1.59 3.51
C -0.04 2.76 4.30
F 0.93 3.70 4.54
F -1.06 3.40 3.63
F -0.54 2.39 5.52
C 1.54 1.75 2.64
C 1.95 0.68 1.87
H 0.72 -4.46 -0.30
H 2.15 -3.54 -0.85
H 2.16 -4.30 0.76
H -0.93 -3.07 -0.21
H -0.89 -3.07 1.56
H -0.91 -1.52 0.67
H 2.76 -1.69 0.79
H -0.18 -1.70 3.10
H -0.99 0.26 4.36
H 2.05 2.71 2.57
H 2.77 0.80 1.17
*
```

---

This record from OMol25 describes a single C18H16N2O7 molecule. The level of theory is ωB97M-V with the def2-TZVPD basis set.

E_HOMO in eV: -8.01
ΔE to the lowest compared entry with this formula, charge and spin in eV: 0.000
Structure (SMILES): COC(=O)CC1=C(C(=O)OC)[C@H](c2ccc3c(c2)OCO3)C(C#N)=C(N)O1
HOMO-LUMO gap in eV: 8.458
Molar mass in g/mol: 372.3

The geometry in ORCA input format:
```
! wB97M-V def2-TZVPD RIJCOSX def2/J DEFGRID3
* xyz 0 1
C 2.60 -0.72 -5.19
O 2.96 -0.49 -3.83
C 2.25 -1.16 -2.92
O 1.42 -1.99 -3.17
C 2.72 -0.78 -1.52
C 1.68 -1.10 -0.49
C 0.42 -0.65 -0.51
C -0.04 0.25 -1.58
O 0.65 0.73 -2.45
O -1.35 0.52 -1.48
C -1.89 1.38 -2.46
C -0.58 -1.00 0.57
C -0.90 0.23 1.40
C 0.14 0.93 2.01
C -0.10 2.05 2.79
C -1.41 2.44 2.95
C -2.45 1.74 2.35
C -2.22 0.63 1.57
O -3.64 2.34 2.66
C -3.32 3.43 3.49
O -1.92 3.50 3.65
C 0.00 -2.09 1.45
C -0.84 -2.69 2.40
N -1.54 -3.20 3.16
C 1.30 -2.45 1.38
N 1.92 -3.32 2.23
O 2.16 -1.95 0.45
H 3.35 -0.22 -5.79
H 2.57 -1.79 -5.40
H 1.61 -0.29 -5.38
H 3.63 -1.34 -1.29
H 2.96 0.29 -1.53
H -1.79 0.94 -3.45
H -2.94 1.52 -2.20
H -1.36 2.34 -2.45
H -1.51 -1.35 0.11
H 1.16 0.60 1.87
H 0.71 2.60 3.26
H -3.03 0.09 1.11
H -3.68 4.36 3.04
H -3.80 3.29 4.48
H 1.33 -3.89 2.81
H 2.78 -3.73 1.91
*
```